Run w
Formula: C6H13N4
Source: the Open Molecules 2025 dataset
Level of theory: ωB97M-V with the def2-TZVPD basis set

Last column: natural (NBO) charge in e.
CARTESIAN COORDINATES (ANGSTROEM)
C: -2.022 -0.062 -1.554  -0.600
C: -0.662 0.753 -1.401  -0.300
C: 0.027 0.997 -2.839  -0.595
C: 0.311 0.087 -0.480  0.392
N: 0.850 -0.950 0.028  -0.039
N: 1.174 -2.228 0.023  -0.585
C: 1.313 0.317 0.626  -0.043
C: 0.769 0.636 1.971  -0.086
N: 0.511 -0.338 2.778  -0.190
N: 0.132 -0.113 4.066  -0.620
H: -1.671 -1.097 -1.820  0.209
H: -2.549 0.511 -2.391  0.240
H: -2.675 0.016 -0.659  0.239
H: -0.990 1.785 -1.037  0.259
H: 1.213 1.176 -2.701  0.232
H: -0.520 1.891 -3.300  0.246
H: -0.285 0.086 -3.347  0.222
H: 0.733 -3.040 -0.413  0.427
H: 1.571 -2.551 0.837  0.404
H: 2.248 0.635 0.358  0.214
H: 0.811 1.714 2.222  0.193
H: -0.212 0.761 4.467  0.385
H: -0.078 -0.985 4.565  0.395

Results
- 2S+1 = 1
- net charge = +1
- orbital gap (eV) = 9.0
- E_HOMO (eV) = -12.4

=====

Run x
Formula: C6H13N4
Source: the Open Molecules 2025 dataset
Level of theory: ωB97M-V with the def2-TZVPD basis set

Last column: natural (NBO) charge in e.
CARTESIAN COORDINATES (ANGSTROEM)
C: 2.050 -1.029 0.193  -0.345
C: 2.805 -0.407 -0.769  -0.032
C: 2.089 1.149 0.646  -0.117
C: 1.645 -0.048 1.135  -0.330
C: -2.463 -2.117 -0.311  -0.410
C: -0.974 -0.114 -0.229  0.369
N: 2.832 0.933 -0.498  -0.500
N: -2.107 2.031 0.260  -0.664
N: -0.910 1.227 -0.184  -0.415
N: -2.162 -0.695 -0.222  -0.486
H: 1.886 -2.111 0.205  0.237
H: 3.273 -0.836 -1.549  0.220
H: 1.970 2.083 1.163  0.226
H: -3.220 -2.504 0.349  0.245
H: -2.563 -2.391 -1.325  0.225
H: -1.458 -2.502 -0.031  0.209
H: -0.039 -0.680 -0.342  0.269
H: 3.152 1.722 -1.129  0.441
H: -1.783 2.339 1.152  0.382
H: 1.240 -0.418 2.023  0.241
H: -0.047 1.714 -0.014  0.426
H: -2.848 -0.058 -0.120  0.416
H: -2.368 2.712 -0.404  0.392

Results
- 2S+1 = 1
- net charge = +1
- orbital gap (eV) = 9.0
- E_HOMO (eV) = -12.1

=====

Run y
Formula: C6H13N4
Source: the Open Molecules 2025 dataset
Level of theory: ωB97M-V with the def2-TZVPD basis set

Last column: natural (NBO) charge in e.
CARTESIAN COORDINATES (ANGSTROEM)
C: 1.892 0.558 -0.523  -0.093
C: 0.846 -1.652 -0.234  -0.057
C: 0.500 2.509 -0.314  -0.032
C: -1.036 -1.248 1.583  -0.021
C: -1.097 -0.031 -0.050  0.631
C: -1.773 0.362 -1.295  -0.693
N: 2.075 -0.802 -0.034  -0.610
N: 0.822 1.422 0.151  -0.423
N: -0.230 -0.966 0.402  -0.392
N: -1.856 -0.176 0.996  -0.558
H: 2.746 1.119 -0.290  0.226
H: 1.536 0.616 -1.550  0.158
H: 0.602 -1.785 -1.392  0.183
H: 0.874 -2.680 0.227  0.236
H: 1.127 2.939 -1.041  0.149
H: -0.330 3.175 0.064  0.186
H: -1.458 -2.281 1.453  0.239
H: -0.569 -0.917 2.528  0.241
H: -0.981 0.570 -2.070  0.250
H: -2.345 1.284 -1.036  0.262
H: -2.459 -0.444 -1.651  0.283
H: 2.886 -1.102 -0.528  0.387
H: -2.660 0.435 1.376  0.448

Results
- 2S+1 = 1
- net charge = +1
- orbital gap (eV) = 9.5
- E_HOMO (eV) = -12.8

=====

In terms of stability, run x leads; the second structure lies 190.7 kJ/mol higher.

=====

Run w
Formula: C2H9N2O
Source: the Open Molecules 2025 dataset
Level of theory: ωB97M-V with the def2-TZVPD basis set

Last column: natural (NBO) charge in e.
CARTESIAN COORDINATES (ANGSTROEM)
C: 2.242 0.599 0.732  -0.425
N: 0.882 1.146 0.559  -0.683
H: 2.925 0.885 -0.057  0.244
H: 2.626 0.801 1.726  0.243
H: 2.104 -0.484 0.685  0.232
H: 0.253 0.993 1.353  0.451
H: 0.285 0.821 -0.223  0.479
H: 0.759 2.166 0.604  0.431
C: -2.148 -0.664 -0.513  0.559
N: -1.871 -1.792 -1.188  -0.775
O: -1.324 0.018 0.093  -0.734
H: -3.183 -0.313 -0.523  0.154
H: -2.605 -2.069 -1.825  0.412
H: -0.945 -2.108 -1.424  0.412

Results
- 2S+1 = 1
- net charge = +1
- orbital gap (eV) = 11.4
- E_HOMO (eV) = -14.6

=====

Run x
Formula: C2H9N2O
Source: the Open Molecules 2025 dataset
Level of theory: ωB97M-V with the def2-TZVPD basis set

Last column: natural (NBO) charge in e.
CARTESIAN COORDINATES (ANGSTROEM)
C: -1.755 -1.475 1.158  -0.422
N: 0.412 1.171 -0.044  -0.780
C: -0.626 0.350 0.045  0.421
N: -0.633 -0.891 0.447  -0.491
H: -1.550 -1.484 2.234  0.236
H: -2.621 -0.805 1.130  0.231
H: -2.004 -2.463 0.790  0.239
H: 1.289 0.948 -0.561  0.458
H: 0.261 2.137 0.185  0.432
H: -1.613 0.787 -0.097  0.207
H: 0.265 -1.353 0.392  0.421
H: 3.534 0.998 -1.492  0.504
H: 2.446 0.882 -2.544  0.496
O: 2.597 1.200 -1.644  -0.952

Results
- 2S+1 = 1
- net charge = +1
- orbital gap (eV) = 11.0
- E_HOMO (eV) = -14.9

=====

In terms of stability, run w leads; the second structure lies 40.4 kJ/mol higher.

=====

Run w
Formula: C2H9N2O
Source: the Open Molecules 2025 dataset
Level of theory: ωB97M-V with the def2-TZVPD basis set

Last column: natural (NBO) charge in e.
CARTESIAN COORDINATES (ANGSTROEM)
C: 0.179 0.875 -2.367  -0.539
N: 0.233 0.311 -1.017  0.143
C: -0.840 -0.407 -0.623  0.098
N: -0.829 -1.308 0.343  -0.208
H: 1.122 1.385 -2.539  0.274
H: -0.059 0.186 -3.130  0.292
H: -0.592 1.678 -2.510  0.337
H: 0.258 2.451 4.827  0.004
H: -1.789 -0.172 -1.163  0.217
H: -0.483 2.715 4.705  -0.004
H: -1.732 -1.641 0.517  0.381
H: 0.813 -0.716 1.480  0.460
H: 2.009 -0.244 2.405  0.486
O: 1.074 -0.184 2.257  -0.942

Results
- 2S+1 = 1
- net charge = +1
- orbital gap (eV) = 4.5
- E_HOMO (eV) = -14.6

=====

Run x
Formula: C2H9N2O
Source: the Open Molecules 2025 dataset
Level of theory: ωB97M-V with the def2-TZVPD basis set

Last column: natural (NBO) charge in e.
CARTESIAN COORDINATES (ANGSTROEM)
C: -0.380 1.380 1.874  -0.424
N: -1.022 0.376 0.935  -0.712
H: -1.310 2.014 1.975  0.234
H: 0.360 2.001 1.323  0.241
H: 0.045 0.910 2.778  0.251
H: -1.262 0.711 0.009  0.468
H: -0.303 -0.373 0.638  0.462
H: -1.994 -0.053 1.267  0.457
C: 0.394 -1.064 -1.993  0.557
N: 1.651 -1.306 -1.489  -0.795
O: -0.548 -0.476 -1.416  -0.706
H: 0.172 -1.666 -2.907  0.147
H: 2.195 -1.886 -2.071  0.418
H: 1.999 -0.565 -0.922  0.401

Results
- 2S+1 = 1
- net charge = +1
- orbital gap (eV) = 11.2
- E_HOMO (eV) = -14.6

=====

In terms of stability, run x leads; the second structure lies 636.6 kJ/mol higher.

=====

Run w
Formula: C2H9N2O
Source: the Open Molecules 2025 dataset
Level of theory: ωB97M-V with the def2-TZVPD basis set

Last column: natural (NBO) charge in e.
CARTESIAN COORDINATES (ANGSTROEM)
C: 0.300 -0.993 0.177  -0.230
C: 1.062 -0.017 -0.333  0.064
N: 2.394 -0.132 -0.569  -0.773
N: -1.183 -0.970 0.052  -0.692
H: 0.711 -1.921 0.539  0.220
H: 0.635 0.977 -0.458  0.212
H: 2.784 -1.032 -0.345  0.392
H: 2.813 0.310 -1.369  0.416
H: -1.561 -1.416 0.885  0.434
H: -1.400 -1.580 -0.738  0.442
H: -1.568 -0.008 0.091  0.481
H: -2.528 2.389 0.428  0.510
H: -1.162 2.173 0.994  0.495
O: -1.892 1.678 0.595  -0.971

Results
- 2S+1 = 1
- net charge = +1
- orbital gap (eV) = 9.8
- E_HOMO (eV) = -13.0

=====

Run x
Formula: C2H9N2O
Source: the Open Molecules 2025 dataset
Level of theory: ωB97M-V with the def2-TZVPD basis set

Last column: natural (NBO) charge in e.
CARTESIAN COORDINATES (ANGSTROEM)
C: 1.601 0.148 0.203  -0.436
N: 0.331 0.798 -0.145  -0.530
C: -0.861 -0.097 0.233  0.397
N: -0.663 -1.270 -0.601  -0.861
O: -1.972 0.652 0.014  -0.659
H: 2.389 0.538 -0.391  0.246
H: 1.762 0.258 1.289  0.233
H: 1.576 -0.879 -0.019  0.250
H: 0.123 1.822 0.227  0.448
H: 0.158 0.804 -1.126  0.436
H: -0.588 -0.438 1.212  0.181
H: -1.213 -1.353 -1.440  0.404
H: -0.525 -2.115 -0.282  0.392
H: -2.116 1.132 0.827  0.499

Results
- 2S+1 = 1
- net charge = +1
- orbital gap (eV) = 11.5
- E_HOMO (eV) = -15.1

=====

In terms of stability, run w leads; the second structure lies 47.5 kJ/mol higher.